{"formula": "C20H10Cl5N2O3Pt", "method": "ωB97M-V/def2-TZVPD", "largest_force_ev_per_a": 0.4, "total_charge": -1, "energy_ha": -3523.7423, "homo_ev": -5.4, "lumo_energy_ev": 2.48, "orbital_gap_ev": 7.89, "elements": ["Pt", "O", "C", "C", "C", "C", "C", "C", "C", "O", "N", "N", "C", "C", "C", "C", "C", "C", "C", "O", "H", "H", "H", "H", "H", "H", "H", "H", "H", "H", "Cl", "C", "C", "C", "Cl", "C", "Cl", "C", "Cl", "C", "Cl"], "positions_angstrom": [[0.73, 0.17, -0.47], [2.54, -0.10, 3.64], [1.72, -1.05, 4.12], [2.05, -1.66, 5.33], [1.25, -2.64, 5.87], [0.09, -3.05, 5.22], [-0.24, -2.45, 4.01], [0.55, -1.46, 3.44], [0.17, -0.85, 2.15], [0.88, 0.14, 1.71], [-0.87, -1.34, 1.51], [-1.02, -0.61, 0.35], [-2.19, -0.33, -0.06], [-2.44, 0.63, -1.13], [-3.63, 0.58, -1.85], [-3.92, 1.53, -2.81], [-3.01, 2.55, -3.05], [-1.84, 2.64, -2.33], [-1.52, 1.68, -1.35], [-0.41, 1.84, -0.63], [2.15, 0.20, 2.79], [2.96, -1.33, 5.82], [1.53, -3.10, 6.81], [-0.54, -3.82, 5.64], [-1.14, -2.75, 3.48], [-3.04, -0.79, 0.45], [-4.33, -0.22, -1.64], [-4.85, 1.47, -3.38], [-3.22, 3.30, -3.80], [-1.13, 3.43, -2.49], [-0.78, -0.39, -4.42], [0.68, 0.26, -3.77], [0.94, 0.32, -2.43], [2.04, 0.84, -1.89], [2.05, -1.71, -0.32], [3.07, 1.34, -2.62], [4.51, 1.99, -1.92], [2.88, 1.30, -4.02], [4.12, 1.92, -5.06], [1.71, 0.77, -4.58], [1.51, 0.75, -6.30]]}